# 1
C6H10 | wB97M-V/def2-TZVPD

Output
charge: 0
SMILES string: C=CCCC=C
2S+1: 1

Last column: Mulliken charge in e.
Cartesian coordinates (Å):
C  1.8956  0.1530  0.4814  -0.699
C  1.3175  1.0927  -0.2597  -0.070
C  -0.1541  1.4123  -0.3305  -0.491
C  -1.1078  0.3737  0.2702  -0.710
C  -1.0614  -0.9432  -0.4538  -0.010
C  -0.7888  -2.1156  0.1066  -0.758
H  1.3274  -0.5075  1.1295  0.121
H  2.9708  -0.0033  0.4566  0.263
H  1.9530  1.7028  -0.9019  0.297
H  -0.4219  1.5795  -1.3836  0.309
H  -0.3194  2.3797  0.1664  0.314
H  -0.8958  0.2240  1.3366  0.331
H  -2.1249  0.7844  0.2083  0.332
H  -1.2563  -0.8995  -1.5273  0.263
H  -0.5778  -2.1976  1.1718  0.255
H  -0.7561  -3.0353  -0.4706  0.253

# 2
C25H45NOsP2 | wB97M-V/def2-TZVPD

Output
charge: +2
2S+1: 5

Last column: Mulliken charge in e.
Cartesian coordinates (Å):
Os  0.0845  -0.2092  -1.7609  1.052
C  1.3035  -1.9826  -1.0277  1.495
C  0.1867  -2.2468  -0.1798  1.157
C  -0.6933  -2.0193  -2.3473  1.124
C  0.7956  -1.9081  -2.4078  -0.748
C  -1.0031  -2.1844  -0.9386  0.381
C  2.7385  -2.0360  -0.6113  -1.607
H  2.8429  -1.7808  0.4414  0.418
H  3.3650  -1.3383  -1.1591  0.212
H  3.1495  -3.0413  -0.7430  0.376
C  1.4914  -1.6488  -3.6364  -1.098
H  2.4959  -2.0192  -3.5359  0.518
H  1.4851  -0.5551  -3.8468  0.040
H  0.9490  -2.0601  -4.4723  0.291
C  -1.5170  -2.0807  -3.5530  -1.873
H  -1.0278  -2.7469  -4.2815  0.463
H  -1.6589  -1.0846  -3.9718  0.363
H  -2.5245  -2.4055  -3.3466  0.541
C  -2.3541  -2.3283  -0.3426  -1.710
H  -2.2899  -2.8302  0.6112  0.430
H  -3.0290  -2.8907  -0.9634  0.394
H  -2.7943  -1.3622  -0.1308  0.096
C  0.2256  -2.6555  1.2511  -1.546
H  0.9085  -3.4915  1.4080  0.532
H  -0.7433  -3.0102  1.5600  0.409
H  0.4999  -1.9176  2.0035  -0.415
C  1.1697  1.5972  -0.0028  -0.078
C  1.8606  0.9912  1.0401  -0.502
C  1.4867  0.8004  2.4555  -0.310
C  -0.0787  0.9492  3.0714  -0.992
C  -1.2842  0.6023  2.2578  -0.106
C  -1.7838  1.2442  1.1575  -0.270
C  -1.3251  2.5097  0.3695  -0.306
C  0.2463  2.8401  0.2112  -0.981
H  2.1969  1.3942  3.0861  0.405
H  -0.1725  1.9653  3.4965  0.460
H  1.7579  -0.2343  2.7470  -0.213
H  0.6169  3.4102  1.1153  0.397
H  1.7510  1.6195  -1.0064  -0.460
H  2.8222  0.5083  0.7343  0.623
H  0.3903  3.5072  -0.6869  0.441
H  -1.6887  2.4902  -0.6890  -0.240
H  -2.7058  0.7709  0.7508  0.446
H  -1.8028  3.4214  0.8377  0.499
H  -0.0673  0.2324  3.9248  0.441
H  -1.6169  -0.4661  2.4127  0.334
P  2.8998  0.9132  -2.9233  1.174
C  3.7623  -0.2709  -4.1257  -1.534
H  4.5237  0.3304  -4.6061  0.561
H  3.1221  -0.6407  -4.9426  0.486
H  4.2657  -1.1118  -3.6379  0.379
C  2.6111  2.0099  -4.3653  -1.392
H  3.6028  2.2871  -4.6998  0.482
H  2.0685  2.9050  -4.0738  0.399
H  2.1337  1.4993  -5.2067  0.362
C  4.5078  1.6392  -2.3731  -1.304
H  4.9746  1.9442  -3.3020  0.568
H  5.1307  0.8747  -1.8859  0.346
H  4.3045  2.4977  -1.7234  0.398
P  -3.2342  0.5599  -2.5569  0.826
C  -4.8606  -0.3678  -2.4972  -1.462
H  -5.6008  0.1984  -3.0724  0.499
H  -5.2408  -0.4673  -1.4778  0.385
H  -4.8191  -1.3543  -2.9804  0.378
C  -4.1428  2.1896  -2.6838  -1.381
H  -5.0202  2.0398  -3.3230  0.604
H  -3.5153  2.9586  -3.1598  0.391
H  -4.4831  2.5285  -1.6945  0.381
C  -3.3548  0.3402  -4.4134  -1.743
H  -4.3244  0.7203  -4.7440  0.482
H  -3.3362  -0.7031  -4.7483  0.480
H  -2.5963  0.9091  -4.9523  0.421
N  1.8706  -1.9183  5.0641  -0.235
C  1.3695  -1.6780  4.0391  0.167

# 3
ClH4O10S2Zn | wB97M-V/def2-TZVPD

Output
charge: -3
2S+1: 1

Last column: Mulliken charge in e.
Cartesian coordinates (Å):
Zn  -1.5385  -20.6640  11.1943  1.238
S  -2.1647  -20.0450  15.5102  1.070
O  -3.2084  -21.0346  15.9027  -0.773
O  -0.8252  -20.4373  15.9866  -0.744
O  -2.1405  -19.9512  14.0785  -0.601
O  -2.5424  -18.6820  15.9612  -0.724
S  0.3873  -17.8819  10.9379  1.289
O  0.7409  -19.2505  11.1617  -0.772
O  1.2119  -17.3743  9.8490  -0.768
O  -0.9790  -18.0744  10.5474  -0.784
O  0.4799  -17.0846  12.1625  -0.701
Cl  -0.6845  -23.7364  11.8646  -0.784
O  -4.4354  -20.7330  10.7028  -0.542
H  -5.0125  -20.0587  11.0612  0.298
H  -4.9388  -21.1253  9.9894  0.264
O  -1.0539  -21.1219  8.2072  -0.510
H  -0.2786  -20.7078  7.8281  0.298
H  -1.3662  -21.7165  7.5252  0.246

# 4
C25H8AgF15GeNO2S | wB97M-V/def2-TZVPD

Output
charge: -1
2S+1: 1

Last column: Mulliken charge in e.
Cartesian coordinates (Å):
Ag  1.7897  1.5126  1.4157  -0.074
F  0.9927  -3.7918  0.4229  -0.297
C  0.0491  -3.7347  1.3758  0.492
C  -0.8596  -2.6927  1.4283  -0.127
C  -1.7589  -2.7259  2.4857  0.211
F  -2.6659  -1.7540  2.6332  -0.360
C  -1.7806  -3.7410  3.4205  0.002
F  -2.6687  -3.7445  4.4197  -0.306
C  -0.8670  -4.7711  3.3184  0.663
F  -0.8741  -5.7625  4.2112  -0.317
C  0.0524  -4.7719  2.2921  0.037
F  0.9355  -5.7715  2.1971  -0.304
Ge  -0.8199  -1.0404  0.3013  0.772
S  -0.5103  0.6188  1.5762  -0.539
C  0.2196  -1.5617  -1.3169  0.286
C  -0.1690  -2.7038  -1.9958  0.452
F  -1.2113  -3.4299  -1.5583  -0.405
C  0.4908  -3.1702  -3.1125  0.090
F  0.0948  -4.2842  -3.7371  -0.314
C  1.5839  -2.4725  -3.5847  0.708
F  2.2332  -2.9077  -4.6650  -0.317
C  1.9984  -1.3231  -2.9462  -0.116
F  3.0482  -0.6514  -3.4214  -0.305
C  1.3112  -0.8808  -1.8283  -0.149
F  1.7376  0.2509  -1.2755  -0.186
C  -2.5968  -0.8816  -0.6086  -0.407
C  -2.7196  0.2046  -1.4625  0.412
F  -1.6599  0.9879  -1.7083  -0.369
C  -3.9015  0.5409  -2.0923  -0.218
F  -3.9832  1.6039  -2.8969  -0.301
C  -5.0159  -0.2440  -1.8788  0.799
F  -6.1689  0.0543  -2.4791  -0.315
C  -4.9322  -1.3457  -1.0530  0.012
F  -6.0124  -2.1136  -0.8706  -0.306
C  -3.7333  -1.6470  -0.4340  0.649
F  -3.7163  -2.7537  0.3233  -0.329
C  6.1115  1.3701  1.5920  -0.664
O  4.7245  1.0363  1.6342  -0.208
C  3.8435  2.1027  1.4916  0.480
O  4.3274  3.2099  1.3652  -0.638
H  6.6474  0.4229  1.5797  0.208
H  6.4070  1.9541  2.4659  0.247
H  6.3514  1.9514  0.7019  0.274
C  -0.0298  6.3971  -0.2203  -0.096
C  1.3059  6.1832  0.0815  -0.704
C  1.6887  4.9460  0.5837  -0.168
N  0.8187  3.9547  0.7828  0.067
C  -0.4630  4.1635  0.4898  -0.128
C  -0.9357  5.3684  -0.0110  -0.688
H  -0.3599  7.3492  -0.6184  0.375
H  2.0467  6.9585  -0.0717  0.356
H  2.7216  4.7172  0.8350  0.475
H  -1.1302  3.3223  0.6569  0.236
H  -1.9879  5.4916  -0.2341  0.354

# 5
C41H46GeKNO2 | wB97M-V/def2-TZVPD

Output
charge: 0
2S+1: 1

Last column: Mulliken charge in e.
Cartesian coordinates (Å):
K  0.4779  -1.7374  -0.6363  0.938
O  2.5011  -0.4908  -0.2854  -0.834
C  3.3362  -0.9115  0.6971  2.162
C  2.5525  -1.7460  1.7857  -1.642
C  1.4528  -0.9662  2.4503  -0.404
C  1.7399  -0.1982  3.5751  -0.229
C  0.7323  0.5432  4.1602  -1.206
C  -0.5409  0.4870  3.6234  -1.018
C  -0.7657  -0.3206  2.5135  -0.235
C  -2.1935  -0.3827  2.0022  -3.134
C  -2.5223  -1.0547  0.6650  3.497
O  -1.7733  -0.4816  -0.4079  -0.488
C  -2.2433  -2.5674  0.6892  0.084
C  -2.0867  -3.2682  -0.5051  -0.139
C  -1.8705  -4.6388  -0.5194  -0.991
C  -1.8200  -5.3453  0.6725  -0.639
C  -1.9891  -4.6638  1.8683  -1.047
C  -2.2006  -3.2931  1.8762  -0.245
C  -4.0256  -0.8780  0.3539  -0.574
C  -4.4473  -1.0135  -0.9673  0.350
C  -5.7779  -0.8619  -1.3162  -0.881
C  -6.7260  -0.5744  -0.3434  -0.580
C  -6.3237  -0.4467  0.9747  -1.084
C  -4.9859  -0.5993  1.3209  -0.325
N  0.2102  -1.0260  1.9427  0.782
C  3.9905  0.2682  1.4527  -0.834
C  3.4797  1.5438  1.2691  -0.137
C  3.9891  2.6232  1.9804  -0.630
C  5.0241  2.4371  2.8852  -0.528
C  5.5540  1.1645  3.0639  -0.934
C  5.0421  0.0914  2.3495  -0.011
C  4.4712  -1.7725  0.1070  -0.308
C  5.0935  -1.2739  -1.0387  -0.160
C  6.1200  -1.9657  -1.6543  -0.792
C  6.5471  -3.1885  -1.1434  -0.417
C  5.9350  -3.6987  -0.0133  -0.980
C  4.9066  -2.9924  0.6091  0.144
H  3.2264  -2.0851  2.5761  0.761
H  2.1577  -2.6488  1.3080  0.737
H  2.7490  -0.1682  3.9629  0.525
H  0.9375  1.1600  5.0261  0.417
H  -1.3540  1.0564  4.0563  0.512
H  -2.5706  0.6421  1.9531  1.116
H  -2.7904  -0.8547  2.7832  1.130
H  -2.1174  -2.7236  -1.4397  0.317
H  -1.7472  -5.1525  -1.4645  0.466
H  -1.6501  -6.4138  0.6690  0.430
H  -1.9481  -5.1990  2.8082  0.457
H  -2.3103  -2.7988  2.8315  0.338
H  -3.7150  -1.2176  -1.7355  0.292
H  -6.0756  -0.9637  -2.3523  0.433
H  -7.7670  -0.4525  -0.6123  0.422
H  -7.0507  -0.2237  1.7452  0.432
H  -4.7130  -0.4901  2.3605  0.337
H  2.6747  1.6526  0.5544  0.160
H  3.5775  3.6141  1.8266  0.445
H  5.4254  3.2769  3.4387  0.398
H  6.3745  1.0110  3.7546  0.402
H  5.4720  -0.8957  2.4843  0.442
H  4.7380  -0.3334  -1.4400  0.377
H  6.5920  -1.5556  -2.5391  0.387
H  7.3483  -3.7340  -1.6259  0.388
H  6.2541  -4.6500  0.3952  0.412
H  4.4533  -3.4196  1.4946  0.344
C  -3.3615  2.1773  -5.1647  -1.536
C  -2.8423  2.5348  -3.7782  0.234
C  -3.5707  1.7758  -2.6764  -0.448
C  -3.1066  2.1295  -1.2619  -1.093
Ge  -1.4436  1.3081  -0.6430  0.683
C  0.1607  1.3786  -1.7708  0.229
C  0.8900  2.7197  -1.6107  -1.150
C  0.1621  3.9378  -2.1639  0.361
C  0.9424  5.2245  -1.9273  -1.575
H  -2.8342  2.7283  -5.9440  0.439
H  -4.4255  2.4054  -5.2549  0.350
H  -3.2345  1.1112  -5.3658  0.293
H  -2.9490  3.6104  -3.6055  0.367
H  -1.7713  2.3245  -3.7235  -0.162
H  -3.4583  0.7003  -2.8508  -0.130
H  -4.6437  1.9776  -2.7603  0.570
H  -3.8617  1.8229  -0.5326  0.359
H  -2.9924  3.2120  -1.1500  0.615
H  -1.0600  1.8722  0.7391  -0.199
H  -0.0827  1.1870  -2.8192  0.574
H  0.8774  0.6227  -1.4352  -0.412
H  1.8679  2.6388  -2.0944  0.669
H  1.0998  2.8816  -0.5481  0.201
H  -0.8303  4.0253  -1.7061  -0.070
H  -0.0101  3.8026  -3.2362  0.311
H  1.0984  5.3932  -0.8599  0.313
H  0.4200  6.0917  -2.3327  0.445
H  1.9255  5.1735  -2.3993  0.353

# 6
C8H16N2 | wB97M-V/def2-TZVPD

Output
charge: 0
2S+1: 1

Last column: Mulliken charge in e.
Cartesian coordinates (Å):
C  3.0646  0.5729  0.2101  0.150
C  2.3817  1.6803  0.6640  -1.092
C  0.3981  0.2403  -0.4134  -0.684
C  -1.8439  -0.5836  -1.1816  -1.492
C  -1.5461  1.6666  -0.0010  -1.639
C  -1.3767  -0.4579  1.2486  -1.446
C  0.6824  -2.0602  -0.1736  -1.009
C  -1.0864  0.2311  -0.1049  1.637
N  2.5761  -0.6392  -0.1866  -1.272
N  1.2342  -0.7404  -0.3070  0.950
H  4.1836  0.5818  -0.0057  0.337
H  2.8698  2.5299  0.8899  0.334
H  1.3839  1.7593  0.9245  0.341
H  0.8337  1.2599  -0.8016  0.705
H  -1.3977  -1.5882  -1.6358  0.254
H  -1.8949  0.0588  -2.0646  0.384
H  -2.8522  -0.9298  -1.0547  0.437
H  -2.6865  1.6929  -0.0403  0.347
H  -1.1674  1.9305  0.9722  0.365
H  -1.1168  2.1265  -0.9514  0.430
H  -1.0130  0.1274  2.1187  0.313
H  -1.1040  -1.5396  1.1807  0.357
H  -2.4208  -0.7261  1.2965  0.419
H  -0.2823  -2.0872  -0.7333  0.264
H  1.4157  -2.6432  -0.7293  0.369
H  0.7648  -2.4627  0.8798  0.241

# 7
C4H11NO3 | wB97M-V/def2-TZVPD

Output
charge: 0
SMILES string: CN[C@@H](C=O)CO.O
2S+1: 1

Last column: Mulliken charge in e.
Cartesian coordinates (Å):
C  -0.5363  -0.1299  -1.4454  -0.820
N  -0.3126  -0.6950  -0.1218  -0.366
C  0.1682  0.4348  0.7962  0.266
C  1.5573  0.8817  0.4055  -0.075
O  2.1508  0.2454  -0.4452  -0.508
C  -1.0731  1.3460  1.0635  -0.669
O  -0.8741  1.8456  2.4189  -0.512
H  -1.0072  0.8954  -1.5451  0.262
H  0.3867  -0.0519  -2.0359  0.325
H  -1.1990  -0.8109  -1.9364  0.269
H  0.4619  -1.3782  -0.3488  0.125
H  0.3025  -0.0912  1.7575  0.235
H  1.9318  1.7661  0.8548  0.444
H  -1.9068  0.6462  1.1621  0.269
H  -1.2023  2.1117  0.3039  0.438
H  -0.8209  2.8082  2.2971  0.326
O  0.7113  -3.1018  -1.4011  -0.665
H  0.0278  -3.7418  -1.1791  0.331
H  1.2339  -2.9806  -0.6007  0.326

Across the entries above, total energy takes the values -6382.8124 -49162.9548 -103144.9060 -143752.9719 -121691.5122 -11530.6058 -11956.9923 eV, respectively.